1.
This record from OMol25 describes 2 unconnected molecules or ions with the total composition C4H16N2O2 at a distorted geometry. The level of theory is wB97M-V/def2-TZVPD.

```
24
C4H16N2O2 (wB97M-V/def2-TZVPD)
C 0.040 1.757 -0.664
O -0.657 0.774 -1.227
C 1.233 1.250 0.311
C 0.478 0.391 1.346
C 0.509 -1.080 0.973
N -0.416 -1.546 -0.281
N 2.059 2.507 0.936
H 0.442 2.487 -1.418
H -0.663 2.454 -0.067
H -1.600 1.044 -1.623
H 1.866 0.693 -0.434
H -0.610 0.638 1.449
H 0.778 0.457 2.328
H 0.052 -1.705 1.786
H 1.480 -1.381 0.605
H -0.875 -0.824 -0.980
H -1.233 -2.113 -0.053
H 0.186 -2.048 -0.903
H 1.942 3.341 0.162
H 1.700 2.906 1.787
H 3.013 2.306 1.190
H -3.509 -3.629 -1.103
H -2.076 -4.198 -1.325
O -2.587 -3.406 -0.996
```

Total charge: +2
HOMO in eV: -17.9
Gap between HOMO and LUMO in eV: 11.162

Charges in e, computed with natural (NBO), in the same order as the atoms:
1. C -0.06
2. O -0.76
3. C -0.05
4. C -0.48
5. C -0.18
6. N -0.74
7. N -0.71
8. H 0.19
9. H 0.19
10. H 0.55
11. H 0.25
12. H 0.25
13. H 0.27
14. H 0.27
15. H 0.23
16. H 0.48
17. H 0.47
18. H 0.43
19. H 0.48
20. H 0.45
21. H 0.46
22. H 0.51
23. H 0.50
24. O -0.99



2.
This record from OMol25 describes 3 unconnected molecules or ions with the total composition C4H16N2O2 at a distorted geometry. The level of theory is wB97M-V/def2-TZVPD.

```
24
C4H16N2O2 (wB97M-V/def2-TZVPD)
C -1.009 -0.121 -1.204
C -0.755 0.683 0.092
C -1.088 0.063 1.449
C -0.260 -0.797 2.035
N -2.312 0.490 2.208
N 0.379 -0.606 -1.670
H -1.660 -0.913 -0.774
H -1.551 0.383 -2.004
H 0.232 1.158 0.229
H -1.118 1.732 0.002
H -0.367 -1.604 2.798
H 0.862 -0.902 1.940
H -2.178 1.488 2.463
H -2.400 0.030 3.141
H -3.227 0.430 1.740
H 0.272 -1.344 -2.374
H 0.846 0.233 -2.053
H 1.073 -0.950 -0.985
H 2.531 -2.565 1.327
H 3.009 -0.990 1.390
O 2.370 -1.633 1.058
H 2.162 1.615 -4.002
H 1.477 2.723 -3.061
O 1.699 1.784 -3.190
```

Total charge: +3
HOMO (alpha / beta) in eV: -20.8 / -20.8
<S²>: 0.756
Spin multiplicity: 2
Gap between HOMO and LUMO (alpha / beta) in eV: 7.402 / 3.306

Charges in e, computed with natural (NBO), in the same order as the atoms:
1. C -0.21
2. C -0.57
3. C 0.35
4. C -0.13
5. N -0.73
6. N -0.71
7. H 0.24
8. H 0.31
9. H 0.32
10. H 0.33
11. H 0.33
12. H 0.34
13. H 0.50
14. H 0.49
15. H 0.51
16. H 0.48
17. H 0.49
18. H 0.46
19. H 0.55
20. H 0.53
21. O -0.90
22. H 0.52
23. H 0.51
24. O -1.01



3.
This record from OMol25 describes 3 unconnected molecules or ions with the total composition C4H16N3O at a distorted geometry. The level of theory is wB97M-V/def2-TZVPD.

```
24
C4H16N3O (wB97M-V/def2-TZVPD)
N -0.368 -0.017 -0.909
C -0.776 -0.097 0.461
C 0.437 -0.626 1.315
C 1.754 0.125 0.909
N 1.488 1.416 0.319
C -1.892 -1.102 0.558
N -3.250 -0.635 0.187
H 0.346 0.763 -1.018
H 2.400 6.004 -2.325
H -1.100 0.008 -1.589
H -1.114 0.942 0.718
H 0.567 -1.704 1.282
H 0.236 -0.216 2.307
H 2.215 -0.601 0.128
H 2.501 0.284 1.694
H 2.357 5.404 -1.906
H 2.120 2.142 0.578
H -1.808 -1.983 -0.163
H -1.998 -1.608 1.628
H -3.536 0.053 0.871
H -3.844 -1.441 0.137
H 1.221 -2.962 -2.241
H 0.709 -1.700 -1.515
O 1.335 -2.448 -1.426
```

Total charge: 0
HOMO (alpha / beta) in eV: -8.8 / -8.8
<S²>: 0.754
Spin multiplicity: 2
Gap between HOMO and LUMO (alpha / beta) in eV: 9.844 / 8.200

Charges in e, computed with natural (NBO), in the same order as the atoms:
1. N -0.92
2. C -0.08
3. C -0.40
4. C -0.32
5. N -0.46
6. C -0.21
7. N -0.85
8. H 0.41
9. H 0.00
10. H 0.38
11. H 0.19
12. H 0.23
13. H 0.20
14. H 0.26
15. H 0.19
16. H 0.00
17. H 0.32
18. H 0.20
19. H 0.16
20. H 0.35
21. H 0.36
22. H 0.46
23. H 0.50
24. O -0.98



4.
This record from OMol25 describes 2 unconnected molecules or ions with the total composition C4H16N4. The level of theory is wB97M-V/def2-TZVPD.

```
24
C4H16N4 (wB97M-V/def2-TZVPD)
C 0.675 -1.920 0.706
C 1.766 -1.032 1.278
N 1.736 -1.050 2.734
N 0.750 -1.894 -0.754
H 0.757 -2.928 1.135
H -0.292 -1.514 1.002
H 2.732 -1.339 0.847
H 1.572 -0.014 0.933
H 2.476 -0.485 3.127
H 1.857 -1.991 3.091
H 1.615 -2.307 -1.083
H -0.001 -2.434 -1.167
C -1.767 1.817 -0.418
C -0.941 1.241 -1.555
N -1.498 1.679 -2.846
N -1.349 1.230 0.857
H -1.675 2.910 -0.443
H -2.816 1.583 -0.605
H 0.104 1.548 -1.429
H -0.947 0.159 -1.488
H -1.187 1.052 -3.581
H -1.107 2.583 -3.084
H -0.462 1.628 1.148
H -1.997 1.475 1.595
```

Total charge: 0
HOMO in eV: -9.0
Structure (SMILES): NCCN.NCCN
Gap between HOMO and LUMO in eV: 10.154

Charges in e, computed with natural (NBO), in the same order as the atoms:
1. C -0.23
2. C -0.21
3. N -0.84
4. N -0.84
5. H 0.15
6. H 0.21
7. H 0.15
8. H 0.19
9. H 0.36
10. H 0.35
11. H 0.35
12. H 0.36
13. C -0.22
14. C -0.23
15. N -0.84
16. N -0.84
17. H 0.15
18. H 0.19
19. H 0.16
20. H 0.21
21. H 0.36
22. H 0.35
23. H 0.35
24. H 0.36



5.
This record from OMol25 describes 4 unconnected molecules or ions with the total composition C4H16N8O4 at a distorted geometry. The level of theory is wB97M-V/def2-TZVPD.

```
32
C4H16N8O4 (wB97M-V/def2-TZVPD)
C 0.535 0.333 -0.765
O 0.889 -0.387 0.179
N 0.763 0.150 -2.075
N -0.200 1.448 -0.508
H 0.602 0.803 -2.822
H 1.169 -0.702 -2.425
H -0.339 2.085 -1.284
H -0.394 1.792 0.413
C -1.019 -2.971 1.739
O -1.988 -2.219 1.672
N -0.735 -3.886 2.705
N -0.262 -3.158 0.621
H -1.404 -3.981 3.450
H 0.000 -4.565 2.709
H -0.388 -2.484 -0.113
H 0.645 -3.588 0.687
C 1.800 -0.332 3.619
O 2.278 -0.341 4.750
N 2.544 -0.188 2.484
N 0.475 -0.363 3.304
H 2.161 -0.106 1.558
H 3.517 -0.382 2.665
H -0.158 -0.334 4.085
H 0.178 -0.378 2.343
C -1.015 2.647 -3.921
O -0.272 2.357 -4.861
N -0.586 3.308 -2.830
N -2.364 2.506 -4.057
H -1.220 3.796 -2.217
H 0.334 3.709 -2.749
H -2.673 2.432 -5.009
H -2.874 3.002 -3.346
```

Total charge: 0
HOMO in eV: -9.1
Structure (SMILES): NC(N)=O.NC(N)=O.NC(N)=O.NC(N)=O
Gap between HOMO and LUMO in eV: 9.133

Charges in e, computed with natural (NBO), in the same order as the atoms:
1. C 0.79
2. O -0.72
3. N -0.84
4. N -0.85
5. H 0.41
6. H 0.41
7. H 0.39
8. H 0.41
9. C 0.78
10. O -0.67
11. N -0.85
12. N -0.83
13. H 0.40
14. H 0.39
15. H 0.40
16. H 0.38
17. C 0.77
18. O -0.68
19. N -0.87
20. N -0.86
21. H 0.42
22. H 0.39
23. H 0.40
24. H 0.42
25. C 0.76
26. O -0.65
27. N -0.86
28. N -0.82
29. H 0.39
30. H 0.42
31. H 0.42
32. H 0.38



6.
This record from OMol25 describes 3 unconnected molecules or ions with the total composition C4H16NO2 at a distorted geometry. The level of theory is wB97M-V/def2-TZVPD.

```
23
C4H16NO2 (wB97M-V/def2-TZVPD)
C -0.445 -1.105 1.390
C 0.124 0.149 0.634
C 1.677 0.225 0.512
C 2.176 1.446 -0.281
N -0.533 0.325 -0.617
H 0.203 -1.498 2.186
H -0.600 -1.983 0.696
H -1.472 -0.977 1.837
H -0.125 1.042 1.185
H 2.150 0.246 1.515
H 2.054 -0.745 0.199
H 3.306 1.467 -0.454
H 1.679 1.824 -1.232
H 1.926 2.270 0.472
H -0.253 1.189 -1.008
H -0.230 -0.491 -1.329
H -1.592 0.415 -0.413
H -0.412 -2.565 -1.863
H 0.964 -2.288 -1.417
O 0.277 -1.827 -1.803
H -3.474 1.622 -0.426
H -3.985 0.548 0.499
O -3.414 0.712 -0.280
```

Total charge: +1
HOMO in eV: -15.1
Gap between HOMO and LUMO in eV: 12.246

Charges in e, computed with natural (NBO), in the same order as the atoms:
1. C -0.64
2. C -0.06
3. C -0.42
4. C -0.65
5. N -0.74
6. H 0.25
7. H 0.21
8. H 0.23
9. H 0.20
10. H 0.24
11. H 0.20
12. H 0.26
13. H 0.21
14. H 0.22
15. H 0.42
16. H 0.47
17. H 0.47
18. H 0.51
19. H 0.50
20. O -0.91
21. H 0.48
22. H 0.50
23. O -0.95



7.
This record from OMol25 describes 3 unconnected molecules or ions with the total composition C4H16NO3 at a distorted geometry. The level of theory is wB97M-V/def2-TZVPD.

```
24
C4H16NO3 (wB97M-V/def2-TZVPD)
C -2.209 -1.248 -0.240
C -1.058 -0.287 0.161
C -1.351 1.182 -0.006
C -0.492 2.039 0.934
O 0.726 2.387 0.219
N 0.069 -0.681 -0.770
H -2.156 -2.151 0.370
H -2.189 -1.624 -1.264
H -3.160 -0.754 -0.058
H -0.830 -0.525 1.197
H -1.100 1.462 -1.036
H -2.372 1.558 0.063
H -0.971 2.940 1.301
H -0.085 1.388 1.707
H 0.902 3.331 0.191
H -0.136 -0.310 -1.683
H 0.999 -0.314 -0.478
H 0.258 -1.679 -0.767
H 1.903 0.781 0.655
H 3.254 0.617 0.035
O 2.561 0.092 0.464
H 3.237 -2.527 -0.558
H 1.917 -3.199 0.040
O 2.282 -2.478 -0.478
```

Total charge: +1
HOMO in eV: -14.5
Gap between HOMO and LUMO in eV: 11.731

Charges in e, computed with natural (NBO), in the same order as the atoms:
1. C -0.63
2. C -0.05
3. C -0.47
4. C -0.06
5. O -0.78
6. N -0.69
7. H 0.23
8. H 0.22
9. H 0.24
10. H 0.23
11. H 0.23
12. H 0.26
13. H 0.21
14. H 0.17
15. H 0.50
16. H 0.43
17. H 0.47
18. H 0.45
19. H 0.48
20. H 0.49
21. O -0.94
22. H 0.51
23. H 0.49
24. O -0.98



8.
This record from OMol25 describes 3 unconnected molecules or ions with the total composition C4H16NO3 at a distorted geometry. The level of theory is wB97M-V/def2-TZVPD.

```
24
C4H16NO3 (wB97M-V/def2-TZVPD)
O 1.494 2.107 1.238
C 1.352 2.188 -0.189
C 0.565 0.980 -0.662
N 0.049 0.275 0.635
C 0.026 -1.303 0.677
C -0.652 1.514 -1.464
H 1.490 2.989 1.647
H 2.368 1.973 -0.736
H 0.975 3.139 -0.336
H 1.290 0.414 -1.356
H 0.905 0.421 1.258
H -0.820 0.862 0.976
H 0.247 -1.742 -0.297
H -0.946 -1.520 1.128
H 0.854 -1.503 1.527
H -1.147 2.478 -1.408
H -0.478 1.389 -2.608
H -1.398 0.749 -1.414
H -4.977 -1.870 -0.386
H -4.944 -2.596 1.011
O -4.388 -2.110 0.372
H 1.883 -3.225 -1.320
H 2.561 -3.285 -0.043
O 2.150 -2.607 -0.643
```

Total charge: +1
HOMO in eV: -14.1
Gap between HOMO and LUMO in eV: 11.284

Charges in e, computed with natural (NBO), in the same order as the atoms:
1. O -0.76
2. C -0.08
3. C -0.08
4. N -0.57
5. C -0.39
6. C -0.68
7. H 0.51
8. H 0.19
9. H 0.20
10. H 0.26
11. H 0.48
12. H 0.46
13. H 0.26
14. H 0.24
15. H 0.22
16. H 0.25
17. H 0.26
18. H 0.23
19. H 0.48
20. H 0.48
21. O -0.96
22. H 0.48
23. H 0.48
24. O -0.95



9.
This record from OMol25 describes 4 unconnected molecules or ions with the total composition C4H16NO3 at a distorted geometry. The level of theory is wB97M-V/def2-TZVPD.

```
24
C4H16NO3 (wB97M-V/def2-TZVPD)
C 0.669 1.056 1.454
C -0.288 1.815 0.461
C -0.580 0.944 -0.811
C -1.525 1.561 -1.821
O 0.144 -2.397 0.706
N -0.184 -0.005 2.110
H 1.414 0.602 0.815
H 1.021 1.780 2.207
H 0.290 2.717 0.096
H -1.157 2.260 0.955
H 0.400 0.868 -1.338
H -0.859 -0.007 -0.428
H -1.817 0.838 -2.573
H -1.257 2.499 -2.292
H -2.494 1.760 -1.361
H -0.158 -1.014 1.823
H -0.106 0.048 3.103
H -0.326 -2.577 -1.097
H 1.605 -1.775 0.291
H 2.998 -2.284 0.621
O 2.615 -1.561 0.095
H 0.181 -3.011 1.451
H -0.073 -2.215 -2.640
O -0.513 -1.899 -1.829
```

Total charge: +2
HOMO (alpha / beta) in eV: -18.9 / -19.1
<S²>: 1.765
Spin multiplicity: 2
Gap between HOMO and LUMO (alpha / beta) in eV: 4.463 / 6.810

Charges in e, computed with natural (NBO), in the same order as the atoms:
1. C -0.29
2. C -0.36
3. C -0.37
4. C -0.59
5. O -0.51
6. N -0.25
7. H 0.29
8. H 0.29
9. H 0.28
10. H 0.27
11. H 0.30
12. H 0.22
13. H 0.30
14. H 0.27
15. H 0.31
16. H 0.42
17. H 0.41
18. H 0.52
19. H 0.42
20. H 0.49
21. O -0.83
22. H 0.49
23. H 0.52
24. O -0.59



10.
This record from OMol25 describes 4 unconnected molecules or ions with the total composition C4H16NO4S at a distorted geometry. The level of theory is wB97M-V/def2-TZVPD.

```
26
C4H16NO4S (wB97M-V/def2-TZVPD)
C 1.404 0.782 2.026
N 0.014 0.409 1.796
C -0.475 0.536 0.381
C -1.806 -0.202 0.361
S -2.914 0.195 -1.055
C -0.545 2.033 0.026
O -0.384 2.294 -1.370
H 1.693 1.821 1.817
H 1.785 0.450 2.985
H 1.997 0.346 1.207
H -0.518 1.107 2.300
H 0.254 0.026 -0.262
H -2.376 -0.043 1.278
H -1.615 -1.284 0.387
H 0.285 1.679 -1.692
H -1.536 2.398 0.293
H 0.255 2.561 0.545
H 0.594 -2.098 0.951
H 2.085 -2.115 0.977
O 1.329 -2.653 1.250
H 1.068 -2.054 -2.685
H 1.033 -1.946 -1.225
O 1.683 -2.073 -1.926
H -1.573 -0.380 -3.337
H -0.918 -0.923 -2.038
O -0.818 -0.866 -2.991
```

Total charge: -1
HOMO in eV: -3.0
Gap between HOMO and LUMO in eV: 6.249

Charges in e, computed with natural (NBO), in the same order as the atoms:
1. C -0.42
2. N -0.63
3. C -0.09
4. C -0.53
5. S -0.71
6. C -0.09
7. O -0.71
8. H 0.16
9. H 0.20
10. H 0.18
11. H 0.34
12. H 0.16
13. H 0.19
14. H 0.17
15. H 0.46
16. H 0.20
17. H 0.14
18. H 0.47
19. H 0.46
20. O -0.93
21. H 0.49
22. H 0.46
23. O -0.95
24. H 0.50
25. H 0.48
26. O -1.00



Values for energy relative to the best compared isomer or geometry (same formula, charge and spin), kcal per mole, ordered as above
62.04; 27.29; 8.68; 9.70; 20.79; 28.26; 22.27; 74.13; 187.52; 10.17